{
  "formula": "CH2FIO2S",
  "method": "the ωB97M-V functional and the def2-TZVPD basis",
  "total_charge": 0,
  "spin_multiplicity": 1,
  "e_homo_ev": [-9.53, -9.53],
  "e_above_lowest_kcal_mol": 33.2,
  "gap_ev": [7.033, 7.036],
  "total_energy_ev": -26814.4696,
  "largest_force_ev_per_a": 2.11,
  "species": ["C", "S", "O", "F", "O", "H", "H", "I"],
  "positions_angstrom": [[-0.11690, 1.03206, 0.07992], [1.70799, 1.45246, -2.91340], [0.35604, 0.87277, -1.20162], [0.70069, 0.47994, 1.09329], [1.19310, 0.75886, -4.07432], [-1.09673, 0.43590, 0.25738], [-0.25012, 2.07834, 0.21733], [0.71267, 3.62060, -2.86347]],
  "lowdin_charge": [-0.35, 0.57, -0.40, -0.08, -0.52, 0.15, 0.08, 0.55]
}